# C34H38N3O24V

A molecular structure, C34H38N3O24V in a non-equilibrium geometry (wB97M-V/def2-TZVPD, the OMol25 dataset).

```
100
Properties=species:S:1:pos:R:3:forces:R:3:mulliken_charge:R:1
O -3.962860 1.830425 -2.841895 -0.628 1.467 -0.418 -0.869
V -3.312863 0.407269 -2.554904 2.998 0.742 1.281 0.994
O -4.344310 -0.753591 -2.517106 -2.187 -2.128 -0.152 -0.795
O -0.020963 -0.098224 -0.318428 0.769 -0.069 0.824 1.501
C -1.168631 0.165443 -0.867089 -2.101 0.354 -1.845 0.699
O -1.515532 1.319822 -1.237115 0.502 0.752 0.256 -0.928
O -1.944983 -0.764909 -1.159848 -0.343 -1.726 0.094 -0.881
H 0.347055 0.779214 -0.190835 0.942 0.523 0.349 -0.641
C -0.239102 -2.005706 3.281224 3.457 -2.169 0.819 0.390
O 0.596842 -2.642014 3.974423 -1.723 0.198 -1.108 -0.728
N -0.377367 -0.720007 3.472022 -2.112 4.751 0.471 0.496
C -1.429142 0.115354 2.771326 0.157 -2.523 -0.810 -0.561
C 0.113056 0.011788 4.655957 1.088 -0.697 -0.290 -1.181
H -0.665249 -2.433699 2.360668 -0.478 0.151 0.274 0.172
H -2.355787 0.083178 3.344388 0.104 0.489 0.189 0.368
H -1.648955 -0.459022 1.871389 -0.218 0.011 -0.098 -0.335
H -1.173514 1.100388 2.380871 0.589 0.052 0.773 0.398
H -0.687619 0.441987 5.257572 -0.134 -0.105 -0.209 0.312
H 0.760224 -0.603609 5.280901 -0.395 -0.375 -0.043 0.397
H 0.793353 0.788162 4.305876 -0.490 0.336 0.039 0.317
C 4.321685 1.235096 1.100114 -1.268 0.178 -0.031 -0.150
O 4.767885 1.003441 0.005903 1.298 -0.065 -1.067 -0.609
N 3.547637 0.390192 1.776118 0.729 -0.012 0.531 0.364
C 2.958535 0.776576 3.040488 0.962 0.376 -0.245 -1.193
C 3.243793 -0.929044 1.375253 -1.886 -1.652 -0.339 -0.830
H 4.351800 2.234211 1.561699 0.379 0.039 0.155 0.356
H 3.807722 1.223710 3.557247 -0.506 0.199 0.786 0.438
H 2.609518 -0.118158 3.555978 0.039 0.244 0.017 0.426
H 2.162595 1.504279 2.882268 -0.148 -0.067 0.177 0.236
H 3.381867 -1.698989 2.134352 0.738 0.224 0.377 0.494
H 2.154586 -0.918090 1.335160 -0.392 -0.404 -0.618 0.203
H 3.617926 -1.353669 0.443674 0.327 0.871 -0.023 0.152
C -5.197623 5.157680 -0.875168 0.231 0.656 -0.295 0.175
O -6.155260 5.903199 -0.669579 0.459 -0.721 -0.126 -0.649
N -4.033480 5.230014 -0.201704 1.169 -0.613 -0.277 0.082
C -2.868820 4.288953 -0.386097 -1.554 0.427 -0.917 -0.858
C -3.821162 6.171999 0.870368 -0.029 -0.854 -0.276 -0.966
H -5.114722 4.419567 -1.687887 -0.465 -0.131 0.028 0.331
H -2.777006 3.990879 -1.430523 -0.587 -0.348 -0.025 0.332
H -3.062849 3.414033 0.234369 0.591 -0.011 0.019 0.353
H -1.902262 4.770194 -0.236874 -0.253 0.226 0.764 0.229
H -4.713486 6.770798 1.052858 0.284 0.097 -0.199 0.333
H -3.612729 5.532083 1.727776 0.236 0.508 0.537 0.303
H -2.928550 6.705051 0.542945 -0.094 0.638 0.700 0.307
C 2.320273 4.273864 0.302595 1.065 0.086 -0.888 -0.936
C 3.196590 4.944283 -0.469628 -0.134 -0.499 1.457 1.218
C 3.242791 4.851497 -1.921246 0.775 1.149 -2.704 -0.017
O 4.145336 5.337721 -2.635608 -1.810 -1.150 1.856 -0.624
C 1.993944 4.318353 -2.432586 0.251 0.302 -0.807 -0.535
C 1.107388 3.672380 -1.672799 -1.675 -1.380 -1.868 0.094
C 1.285681 3.406038 -0.268838 1.234 2.324 3.693 1.036
O 0.523580 2.880432 0.529856 -0.417 -1.217 -1.172 -0.536
O -0.046050 3.250446 -2.179352 0.830 1.113 -1.239 -0.455
O 4.024346 5.797969 0.097562 1.006 0.650 0.014 -0.520
H 2.414814 4.556644 1.340624 -0.659 -0.733 0.456 0.336
H 1.730939 4.552037 -3.453675 0.131 -0.274 -0.155 0.524
H -0.553472 2.680136 -1.597229 -0.687 -0.990 0.845 0.055
H 3.857617 5.700832 1.037971 0.356 0.404 0.382 0.311
C 3.911010 -1.163147 -4.465636 -0.453 0.664 2.128 -0.855
C 3.881512 -0.462828 -3.262973 0.907 -0.102 -0.615 0.268
C 2.619727 0.088714 -2.682044 -1.887 1.041 0.931 0.434
O 2.545399 0.950418 -1.753372 0.449 -2.759 -2.780 -0.183
C 1.433449 -0.500143 -3.367904 0.086 0.892 0.811 0.193
C 1.426981 -1.174092 -4.527629 0.297 0.436 -0.189 0.854
C 2.669286 -1.574183 -5.242709 2.627 -0.615 -0.906 0.449
O 2.727602 -2.174140 -6.329310 -0.514 1.350 2.547 -0.609
O 0.326784 -1.424293 -5.198517 -0.452 -0.406 -0.708 -0.527
O 5.003158 -0.202680 -2.542407 -0.548 -0.932 -1.709 -0.586
H 4.909709 -1.531093 -4.648990 -0.110 -0.215 -0.825 0.411
H 0.443806 -0.265761 -3.004485 -0.001 0.326 0.405 -0.534
H -0.410952 -0.957969 -4.798653 -0.387 -0.101 0.179 0.321
H 4.781341 0.233170 -1.716321 -0.286 0.594 0.894 0.434
C 1.417375 -3.810700 0.497184 -2.622 -0.460 -0.804 -0.621
C 0.439454 -3.542044 -0.436686 -0.846 0.737 2.898 0.246
C 0.664395 -3.483356 -1.850217 1.636 -0.483 -4.578 0.948
O -0.138941 -3.168824 -2.766123 1.497 -0.646 3.206 -0.668
C 2.045943 -3.947672 -2.208939 1.930 0.460 0.625 -1.123
C 3.093041 -4.118851 -1.302176 -3.431 -0.134 -2.194 0.330
C 2.758006 -4.093670 0.126806 0.000 0.819 -0.444 0.923
O 3.670744 -4.201627 0.904249 1.226 -0.484 1.253 -0.675
O 4.328337 -4.441067 -1.608802 0.187 0.171 -1.000 -0.601
O -0.814580 -3.263664 -0.063640 0.600 -0.617 1.107 -0.336
H 1.119570 -4.019052 1.514194 0.076 0.505 0.277 0.592
H 2.304462 -3.976185 -3.257157 -0.204 -0.032 -0.203 0.474
H 4.831036 -4.428720 -0.791039 0.316 -0.104 0.726 0.356
H -1.262170 -2.751487 -0.741085 -0.471 0.514 -0.818 0.114
C -5.177868 -5.013821 0.926585 -0.767 -0.842 0.946 -0.920
C -5.158179 -5.341207 2.268409 -0.133 -1.853 -1.400 0.088
C -4.267083 -4.712804 3.244397 0.968 1.586 1.502 0.927
O -4.075007 -5.202325 4.388588 -0.522 0.966 -2.851 -0.687
C -3.743877 -3.427756 2.740075 0.037 -0.618 0.141 -0.864
C -3.898838 -3.021429 1.445159 0.261 1.099 -0.062 0.936
C -4.532091 -3.819486 0.327258 -0.238 -1.274 -0.015 0.722
O -4.479026 -3.519966 -0.868395 0.025 -0.406 2.693 -0.502
O -3.556428 -1.799057 1.066552 0.523 0.233 1.322 -0.398
O -5.752721 -6.451343 2.803595 -0.175 0.820 -1.818 -0.575
H -5.714528 -5.689889 0.277501 -0.099 0.030 -0.162 0.436
H -3.256936 -2.825864 3.493067 0.131 0.320 -0.230 0.406
H -3.554813 -1.669405 0.115344 -0.158 -0.146 -0.992 0.086
H -5.303115 -6.589587 3.640463 0.198 0.043 0.799 0.381
```
Forces are in eV/Å.

Summary:
⟨S²⟩ = 0.758
gap between HOMO and LUMO (spin up / spin down) = 5.11 / 6.65 eV
HOMO (spin up / spin down) = -5.26 / -6.79 eV
charge = -1
spin multiplicity = 2
E = -115170.249 eV

---

# C3H9N4

2 unconnected molecules or ions with the total composition C3H9N4 in a non-equilibrium geometry (wB97M-V/def2-TZVPD, the OMol25 dataset).

```
16
Properties=species:S:1:pos:R:3:forces:R:3:nbo_charge:R:1
C -1.649290 0.164439 0.059707 -0.982 -1.042 1.420 0.394
C 2.790842 -1.223004 0.065130 -0.995 0.131 3.155 -0.700
C 1.952872 -0.065756 0.064361 1.152 1.554 0.196 0.330
N 0.873802 2.028964 -0.217455 -0.121 2.067 0.208 -0.682
N 1.550603 1.017062 0.045662 0.346 -3.219 -0.648 -0.001
N -1.544468 1.435398 0.277087 -0.797 -1.425 -0.185 -0.682
N -2.788595 -0.561697 0.064973 -0.534 0.926 1.141 -0.743
H 3.787278 -1.119360 0.402365 1.140 0.958 0.086 0.281
H 2.385741 -1.838154 0.846060 -0.301 -0.899 0.351 0.256
H 2.754169 -1.731953 -0.799855 -0.065 -1.727 -3.174 0.250
H -0.785227 -0.539936 0.065331 -0.211 1.400 -0.653 0.215
H 1.577527 2.730865 -0.344920 -0.125 1.236 -0.231 0.377
H -0.616665 1.867543 0.236425 1.191 0.519 -0.287 0.442
H -2.333921 2.022798 0.420456 -0.824 0.245 0.024 0.416
H -2.553860 -1.531891 0.182363 -0.651 -0.357 -0.142 0.413
H -3.684111 -0.252567 0.557801 1.777 -0.369 -1.262 0.435
```
Forces are in eV/Å.

Summary:
gap between HOMO and LUMO = 8.98 eV
HOMO = -12.31 eV
charge = +1
ΔE to the lowest compared entry with this formula, charge and spin = 82.3 kcal per mole
spin multiplicity = 1
E = -9208.052 eV

---

# C10H16N4

C10H16N4 in the gas phase in a non-equilibrium geometry (wB97M-V/def2-TZVPD, the OMol25 dataset).

```
30
Properties=species:S:1:pos:R:3:forces:R:3:nbo_charge:R:1
C 0.695513 3.523196 -1.857934 -1.771 2.583 -0.826 0.284
C 1.959289 2.848766 -1.449711 -0.423 0.894 0.250 -0.501
C 1.824997 1.387280 -1.116655 1.048 0.433 1.547 -0.214
C -0.492638 1.092017 -0.417233 -0.571 0.092 -0.007 -0.257
C -0.844773 -0.406745 -0.688024 -1.164 0.313 -0.058 -0.239
C -1.277801 -1.296768 1.580136 -1.439 0.799 0.323 -0.208
C -1.288853 -2.743286 2.134439 1.252 0.547 -0.008 -0.516
C -1.684085 -3.703917 1.059741 -0.937 -1.567 -1.602 0.298
C 0.975347 -1.081863 0.720108 -0.850 -0.152 0.438 -0.246
C 1.262755 0.380475 1.052848 1.280 0.660 1.567 -0.237
H 2.646725 2.957090 -2.255949 0.586 0.291 -0.835 0.241
H 2.377302 3.409442 -0.585771 -0.418 -0.379 -0.461 0.253
H 2.837227 1.063334 -0.768663 -0.735 0.091 -0.306 0.205
H 1.602732 0.824800 -2.004875 -0.496 -0.558 -0.379 0.192
H -0.749175 1.696622 -1.314995 0.340 -0.383 0.582 0.226
H -1.124325 1.514517 0.404123 0.206 -0.565 -0.552 0.202
H -0.414580 -0.831100 -1.631837 -0.156 0.636 0.662 0.204
H -1.967250 -0.473645 -0.783020 1.082 0.031 -0.117 0.214
H -2.307507 -0.963925 1.342031 0.397 -0.362 -0.196 0.208
H -0.970203 -0.528289 2.345259 0.023 -0.985 -0.268 0.184
H -0.204848 -2.826978 2.423753 -1.054 -0.896 -0.244 0.240
H -1.881793 -2.872929 3.049050 0.017 -0.004 -0.388 0.251
H 1.495188 -1.343487 -0.195233 0.465 -0.175 -0.041 0.203
H 1.292935 -1.764962 1.550402 -0.184 0.558 -0.773 0.202
H 0.840257 0.741466 2.062806 0.198 -0.707 -1.511 0.201
H 2.362730 0.525959 1.186194 -0.642 -0.347 0.102 0.203
N -0.173896 4.251411 -2.188607 2.554 -2.566 1.021 -0.330
N 0.900902 1.317473 0.011095 -0.917 -0.689 -0.735 -0.469
N -0.460485 -1.294730 0.398616 1.078 0.178 0.188 -0.465
N -2.068509 -4.434559 0.217530 1.233 2.229 2.627 -0.332
```
Forces are in eV/Å.

Summary:
SMILES string = N#CCCN1CCN(CCC#N)CC1
gap between HOMO and LUMO = 8.85 eV
HOMO = -8.31 eV
ΔE to the lowest compared entry with this formula, charge and spin = 30.6 kcal per mole
spin multiplicity = 1
E = -16588.045 eV